# 1
Molecular formula: C35H94N6O10
Method: DFT, ωB97M-V/def2-TZVPD

Each line ends with the Löwdin charge.
Element x y z (Å)
C  0.420  2.011  0.529  -0.15
O  0.475  1.840  -0.874  -0.24
C  1.545  2.578  -1.492  -0.20
C  1.242  4.120  -1.660  -0.13
N  0.023  4.417  -2.473  -0.06
C  -1.091  4.644  -1.594  -0.21
C  -2.454  4.981  -2.326  -0.19
O  -2.845  3.870  -3.135  -0.22
C  -4.082  4.259  -3.766  -0.09
H  0.075  3.015  0.779  0.08
H  1.345  1.789  1.060  0.06
H  -0.278  1.287  0.950  -0.02
H  1.745  2.064  -2.432  0.14
H  2.468  2.487  -0.919  0.06
H  2.174  4.596  -1.966  0.11
H  1.105  4.526  -0.657  0.10
H  0.272  5.232  -3.017  0.11
H  -0.804  5.505  -0.991  0.11
H  -1.320  3.788  -0.959  0.08
H  -2.289  5.886  -2.910  0.11
H  -3.204  5.249  -1.581  0.11
H  -3.924  5.089  -4.455  0.08
H  -4.780  4.574  -2.990  0.08
H  -4.319  3.402  -4.397  0.09
C  -3.727  2.719  1.869  -0.04
C  -2.251  2.631  1.394  -0.36
C  -1.390  3.767  2.102  -0.15
O  -1.843  5.110  1.776  -0.16
C  -0.992  6.031  2.386  -0.14
N  -1.793  1.326  1.740  0.02
H  -4.161  3.547  1.308  0.08
H  -3.881  2.771  2.947  0.08
H  -4.384  1.909  1.554  0.06
H  -2.322  2.575  0.307  0.11
H  -0.374  3.580  1.755  0.06
H  -1.329  3.476  3.150  0.13
H  -1.389  7.009  2.114  0.09
H  0.078  5.851  2.279  0.09
H  -1.059  6.107  3.471  0.08
H  -0.868  1.006  1.491  -0.02
H  -2.429  0.677  1.300  0.09
C  -2.668  -2.966  -3.235  -0.04
C  -1.704  -3.488  -2.161  -0.43
C  -2.307  -3.401  -0.752  -0.11
O  -1.288  -3.752  0.199  -0.27
C  -1.713  -4.220  1.436  -0.15
N  -1.190  -4.820  -2.387  0.07
H  -2.971  -1.920  -3.204  0.05
H  -3.616  -3.473  -3.059  0.08
H  -2.328  -3.116  -4.260  0.08
H  -0.815  -2.862  -2.082  0.08
H  -3.169  -4.066  -0.699  0.13
H  -2.626  -2.376  -0.563  0.12
H  -2.410  -5.057  1.385  0.12
H  -2.335  -3.462  1.911  0.09
H  -0.979  -4.494  2.193  0.06
H  -0.431  -4.851  -3.052  0.08
H  -0.757  -5.197  -1.557  -0.01
C  4.453  -0.484  -1.013  -0.04
C  3.850  0.732  -0.296  -0.30
C  4.417  2.132  -0.774  -0.16
O  5.731  2.309  -0.306  -0.18
C  6.453  3.405  -0.756  -0.13
N  2.390  0.816  -0.464  -0.10
H  4.065  -0.455  -2.031  0.08
H  4.296  -1.448  -0.528  0.07
H  5.514  -0.334  -1.209  0.08
H  3.884  0.518  0.772  0.11
H  3.905  3.051  -0.491  0.12
H  4.483  2.121  -1.862  0.13
H  7.022  3.740  0.112  0.09
H  5.892  4.200  -1.247  0.09
H  7.208  3.208  -1.517  0.08
H  1.875  -0.030  -0.266  0.05
H  2.061  0.870  -1.417  0.08
C  -0.616  -0.304  -2.207  -0.03
C  -1.641  0.738  -2.635  -0.31
C  -3.048  0.652  -1.828  -0.11
O  -4.143  1.389  -2.496  -0.18
C  -5.375  1.310  -1.802  -0.11
N  -1.096  2.101  -2.638  0.04
H  -0.267  -0.358  -1.176  -0.02
H  0.272  0.055  -2.727  0.10
H  -0.736  -1.301  -2.633  0.06
H  -1.852  0.541  -3.686  0.13
H  -2.910  0.951  -0.789  0.09
H  -3.196  -0.419  -1.689  0.08
H  -5.701  0.343  -1.420  0.08
H  -6.182  1.774  -2.369  0.09
H  -5.194  1.899  -0.902  0.07
H  -0.189  2.203  -2.203  0.00
H  -1.607  2.541  -1.886  0.02
C  2.195  -3.317  -1.937  -0.08
C  2.845  -4.334  -1.056  -0.40
C  2.043  -5.709  -1.081  -0.10
O  0.623  -5.432  -0.920  -0.28
C  -0.106  -6.467  -0.224  -0.07
N  4.207  -4.412  -1.560  0.04
H  1.984  -3.833  -2.873  0.09
H  2.820  -2.520  -2.340  0.07
H  1.303  -2.854  -1.515  0.04
H  2.813  -3.937  -0.042  0.11
H  2.334  -6.252  -0.183  0.11
H  2.308  -6.330  -1.937  0.12
H  -0.134  -7.301  -0.926  0.10
H  -1.099  -6.064  -0.025  0.07
H  0.228  -6.874  0.730  0.09
H  4.245  -4.683  -2.532  0.07
H  4.449  -3.440  -1.685  0.04
C  2.275  0.958  2.257  -0.08
C  1.195  0.942  3.338  -0.39
C  1.751  1.378  4.663  -0.05
O  0.278  1.935  2.842  -0.13
H  1.881  0.721  1.268  0.02
H  2.989  0.164  2.478  0.11
H  2.840  1.887  2.184  0.13
H  0.685  -0.006  3.507  0.12
H  0.991  1.301  5.441  0.08
H  2.038  2.428  4.619  0.08
H  2.671  0.919  5.026  0.08
H  -0.628  1.735  3.088  0.07
C  -0.478  -3.444  4.934  -0.02
C  -0.668  -3.310  3.451  -0.41
C  -1.358  -1.998  3.011  -0.01
O  0.664  -3.473  2.894  -0.09
H  0.156  -4.283  5.220  0.09
H  -1.449  -3.537  5.421  0.09
H  -0.045  -2.545  5.374  0.09
H  -1.224  -4.137  3.010  0.05
H  -1.013  -1.750  2.007  0.06
H  -1.046  -1.199  3.683  0.09
H  -2.436  -2.153  3.039  0.11
H  1.092  -4.317  3.058  0.15
C  0.724  -3.017  0.685  -0.05
C  1.227  -1.571  0.968  -0.34
C  0.220  -0.484  0.527  -0.05
O  1.182  -1.497  2.322  -0.09
H  1.356  -3.812  1.081  0.10
H  0.620  -2.946  -0.398  0.05
H  -0.267  -3.174  1.109  0.04
H  2.125  -1.303  0.411  0.12
H  -0.761  -0.821  0.862  0.10
H  0.168  -0.293  -0.545  0.00
H  0.242  0.466  1.060  0.01
H  0.849  -2.257  2.804  -0.07

Results
Largest force on an atom = 8.13 eV/A
E = -67201.667 eV
ΔE to the lowest compared entry with this formula, charge and spin = 619.99 kcal/mol
HOMO energy = -7.029 eV
Frontier orbital gap = 7.14 eV

***

# 2
Molecular formula: C35H95N5O15S10
Method: DFT, ωB97M-V/def2-TZVPD

Each line ends with the Löwdin charge.
Element x y z (Å)
C  -7.986  -2.156  -7.434  0.00
C  -6.774  -3.115  -7.259  -0.55
O  -6.921  -4.136  -6.583  0.01
N  -5.654  -2.819  -7.902  -0.01
C  -4.485  -3.643  -8.025  -0.07
H  -8.777  -2.774  -7.859  0.08
H  -7.792  -1.261  -8.024  0.07
H  -8.297  -1.883  -6.425  0.08
H  -5.714  -1.976  -8.456  0.13
H  -3.654  -3.078  -7.603  0.09
H  -4.378  -3.979  -9.056  0.09
H  -4.579  -4.573  -7.464  0.08
C  -10.470  5.740  -3.146  0.00
C  -9.360  5.018  -4.018  -0.54
O  -9.265  5.065  -5.212  0.05
N  -8.420  4.352  -3.285  -0.02
C  -7.360  3.511  -3.776  -0.08
H  -11.183  6.080  -3.897  0.08
H  -10.185  6.419  -2.343  0.07
H  -10.947  4.928  -2.597  0.07
H  -8.496  4.597  -2.308  0.13
H  -6.416  3.959  -3.464  0.08
H  -7.408  3.385  -4.857  0.08
H  -7.342  2.497  -3.377  0.08
C  -1.514  -1.917  -1.178  0.01
C  -0.547  -0.747  -1.033  -0.59
O  -0.526  0.121  -1.865  0.04
N  0.250  -0.702  0.045  -0.01
C  1.359  0.211  0.269  -0.06
H  -1.531  -2.202  -2.230  0.09
H  -2.520  -1.570  -0.940  0.08
H  -1.128  -2.644  -0.464  0.07
H  0.012  -1.403  0.732  0.13
H  1.342  0.337  1.351  0.08
H  1.120  1.218  -0.074  0.08
H  2.322  -0.171  -0.069  0.08
C  7.963  -4.081  8.903  -0.01
C  8.383  -4.550  7.481  -0.58
O  9.430  -5.168  7.283  0.02
N  7.568  -4.226  6.527  0.01
C  6.296  -3.492  6.620  -0.06
H  8.664  -4.325  9.702  0.07
H  7.005  -4.335  9.357  0.07
H  8.110  -3.003  8.842  0.07
H  7.982  -4.408  5.624  0.15
H  5.886  -3.233  5.644  0.09
H  6.479  -2.512  7.060  0.08
H  5.576  -4.014  7.250  0.08
C  0.502  3.292  8.535  0.00
C  -0.368  3.743  9.752  -0.54
O  -1.365  3.109  10.092  0.02
N  -0.144  4.901  10.341  0.00
C  -1.085  5.443  11.261  -0.09
H  1.488  3.751  8.484  0.06
H  -0.016  3.485  7.595  0.07
H  0.624  2.211  8.460  0.07
H  0.636  5.480  10.066  0.14
H  -1.825  6.066  10.759  0.09
H  -0.560  6.148  11.905  0.08
H  -1.668  4.789  11.910  0.09
C  3.952  9.750  -4.064  -0.25
S  4.864  9.223  -2.534  0.86
O  3.816  9.560  -1.425  -0.60
C  4.797  7.443  -2.753  -0.29
H  4.198  9.144  -4.936  0.04
H  4.218  10.799  -4.192  0.04
H  2.867  9.650  -4.022  0.05
H  5.336  7.241  -3.679  0.05
H  3.791  7.023  -2.750  0.06
H  5.304  6.982  -1.905  0.05
C  -0.741  -8.047  3.053  -0.26
S  -0.005  -6.721  4.126  0.84
O  -0.817  -5.411  3.903  -0.60
C  -0.534  -7.460  5.764  -0.26
H  -1.817  -8.112  3.212  0.05
H  -0.349  -8.986  3.444  0.04
H  -0.517  -7.783  2.020  0.05
H  -0.028  -8.408  5.948  0.04
H  -1.602  -7.673  5.785  0.05
H  -0.415  -6.842  6.654  0.05
C  -5.014  1.933  3.820  -0.28
S  -6.072  3.410  3.799  0.84
O  -7.426  2.870  3.344  -0.60
C  -6.213  3.782  5.635  -0.24
H  -5.195  1.292  4.683  0.05
H  -3.989  2.299  3.884  0.04
H  -5.097  1.335  2.912  0.05
H  -6.510  4.808  5.850  0.04
H  -5.286  3.519  6.143  0.04
H  -7.007  3.209  6.114  0.05
C  4.081  1.100  -7.497  -0.25
S  3.424  2.470  -8.595  0.83
O  3.424  1.967  -10.058  -0.59
C  1.691  2.516  -8.045  -0.27
H  3.832  1.270  -6.450  0.04
H  5.148  0.895  -7.579  0.05
H  3.553  0.173  -7.721  0.05
H  1.212  1.607  -8.407  0.06
H  1.211  3.385  -8.494  0.05
H  1.716  2.586  -6.957  0.05
C  8.591  5.252  4.295  -0.24
S  8.204  3.452  4.727  0.84
O  7.997  2.668  3.420  -0.61
C  9.890  2.827  5.209  -0.25
H  7.768  5.770  3.803  0.05
H  9.471  5.271  3.652  0.05
H  8.702  5.674  5.295  0.04
H  9.788  1.746  5.106  0.05
H  10.067  3.127  6.242  0.04
H  10.703  3.241  4.613  0.05
C  5.491  -5.928  -2.468  -0.25
S  7.104  -5.559  -1.582  0.83
O  7.146  -6.366  -0.292  -0.58
C  8.169  -6.386  -2.848  -0.28
H  4.774  -5.262  -1.989  0.03
H  5.167  -6.952  -2.279  0.05
H  5.473  -5.666  -3.526  0.05
H  7.770  -7.368  -3.099  0.04
H  9.168  -6.694  -2.540  0.05
H  8.160  -5.810  -3.773  0.05
C  13.192  2.023  -2.532  -0.27
S  11.776  3.174  -2.254  0.85
O  11.843  4.063  -3.494  -0.59
C  10.595  1.848  -2.636  -0.29
H  14.171  2.500  -2.582  0.05
H  13.047  1.470  -3.460  0.05
H  13.049  1.187  -1.848  0.04
H  10.669  1.547  -3.681  0.06
H  9.544  2.063  -2.445  0.05
H  10.788  0.943  -2.060  0.05
C  -10.606  -6.249  2.765  -0.24
S  -8.835  -6.157  3.324  0.80
O  -8.031  -7.172  2.575  -0.58
C  -8.356  -4.587  2.541  -0.27
H  -10.994  -7.190  3.157  0.04
H  -10.653  -6.191  1.678  0.05
H  -11.043  -5.402  3.294  0.04
H  -7.269  -4.577  2.461  0.05
H  -8.798  -3.788  3.135  0.05
H  -8.543  -4.675  1.470  0.05
C  -5.109  -9.719  -3.592  -0.28
S  -6.457  -10.272  -4.696  0.85
O  -6.159  -11.729  -4.988  -0.59
C  -7.601  -10.370  -3.256  -0.28
H  -4.249  -9.511  -4.228  0.05
H  -5.046  -10.328  -2.690  0.06
H  -5.432  -8.747  -3.219  0.04
H  -7.168  -10.897  -2.406  0.05
H  -8.574  -10.807  -3.478  0.05
H  -7.775  -9.357  -2.892  0.04
C  -2.277  7.993  -2.421  -0.25
S  -3.866  8.938  -2.695  0.83
O  -3.616  10.410  -2.284  -0.58
C  -4.041  8.904  -4.507  -0.28
H  -1.375  8.597  -2.524  0.05
H  -2.157  7.119  -3.060  0.04
H  -2.309  7.604  -1.404  0.04
H  -3.989  7.893  -4.910  0.05
H  -3.171  9.368  -4.973  0.05
H  -4.917  9.481  -4.801  0.05

Results
Largest force on an atom = 4.31 eV/A
E = -184338.865 eV
HOMO energy = -8.887 eV
Frontier orbital gap = 8.81 eV